(1)
{
  "formula": "C13H15AuN4OS2",
  "method": "the ωB97M-V functional and the def2-TZVPD basis",
  "elements": ["Au", "O", "N", "C", "C", "C", "C", "C", "S", "H", "H", "H", "H", "N", "C", "C", "C", "C", "C", "C", "H", "H", "H", "H", "H", "C", "N", "C", "N", "S", "H", "H", "H", "H", "H", "H"],
  "xyz": [[-0.652204, -0.297047, 0.306278], [1.766135, -0.463439, 0.097850], [2.370167, -0.889537, 1.171576], [3.587745, -1.465174, 1.017381], [4.326377, -1.911206, 2.074381], [3.789027, -1.765072, 3.359725], [2.550533, -1.195631, 3.505531], [1.793856, -0.743416, 2.409095], [0.249512, -0.051368, 2.558662], [3.900921, -1.517145, -0.013837], [5.293679, -2.357790, 1.897543], [4.339648, -2.101131, 4.228701], [2.096183, -1.072346, 4.478603], [-2.244412, -0.413846, -0.927836], [-2.955748, -1.533212, -1.119427], [-4.192593, -1.458402, -1.817723], [-4.959586, -2.580725, -2.048488], [-4.528669, -3.833137, -1.613485], [-3.316086, -3.943226, -0.934194], [-2.547056, -2.826453, -0.683066], [-4.513682, -0.482597, -2.160544], [-5.902321, -2.489344, -2.575870], [-5.131571, -4.712925, -1.801733], [-2.975718, -4.914902, -0.594906], [-1.609693, -2.900227, -0.145514], [-2.388107, 2.983833, 1.164211], [-2.392196, 2.511882, -0.205181], [-1.384197, 2.830204, -1.048523], [-1.397065, 2.118696, -2.210349], [-0.219450, 3.990763, -0.725580], [-3.298057, 2.628341, 1.646939], [-2.371317, 4.071701, 1.181023], [-1.516050, 2.619209, 1.714617], [-2.721197, 1.555327, -0.335894], [-1.765163, 1.168855, -2.109379], [-0.530944, 2.191688, -2.717986]],
  "forces_ev_per_a": [[-0.10, 0.57, 0.72], [0.42, -0.25, -0.02], [-0.14, 0.23, -0.26], [-0.05, 0.02, -0.13], [-0.12, 0.03, 0.28], [0.14, -0.05, -0.06], [-0.13, 0.04, 0.04], [0.44, -0.23, -0.17], [-0.32, 0.01, -0.12], [-0.01, 0.01, 0.00], [0.01, 0.00, 0.02], [0.00, 0.00, 0.00], [0.04, -0.03, 0.03], [0.11, -1.25, 0.14], [-0.34, 0.46, -0.42], [-0.06, 0.05, 0.00], [0.32, -0.13, 0.12], [-0.15, -0.32, -0.03], [-0.35, 0.28, -0.16], [0.27, 0.36, 0.09], [-0.08, 0.00, -0.02], [0.00, 0.03, -0.01], [0.00, 0.00, 0.00], [0.03, 0.02, 0.02], [0.02, -0.08, 0.00], [-0.05, 0.00, 0.06], [0.23, -0.11, 0.01], [0.04, 0.17, 0.08], [0.03, -0.15, 0.07], [-0.16, 0.09, -0.10], [0.01, -0.01, 0.00], [0.00, -0.01, -0.01], [-0.01, 0.02, 0.00], [-0.16, 0.14, 0.09], [0.14, 0.11, -0.21], [-0.01, -0.03, -0.03]],
  "fmax_ev_per_a": 1.258,
  "energy_ev": -47094.43423,
  "charge": -1,
  "homo_lumo_gap_ev": [6.7, 5.3],
  "e_above_lowest_ev": 1.354,
  "spin_multiplicity": 2
}

=====

(2)
{
  "formula": "C4H12N2O2",
  "method": "the ωB97M-V functional and the def2-TZVPD basis",
  "elements": ["C", "N", "C", "C", "N", "C", "O", "H", "H", "H", "H", "H", "H", "H", "H", "H", "H", "H", "H", "O"],
  "xyz": [[-0.034303, 1.571141, -1.610612], [1.027910, 1.772548, -0.630254], [1.162017, 0.608733, 0.244474], [-0.235509, 0.035798, 0.383194], [-0.693280, -1.076189, -0.272234], [-0.001786, -2.241399, -0.747498], [-1.109888, 0.735191, 0.919234], [-0.332655, 0.572074, -1.948120], [0.088810, 2.202141, -2.450621], [-1.066348, 1.882499, -1.275154], [0.978926, 2.630026, -0.083304], [1.880935, -0.031954, -0.304711], [1.641427, 0.938487, 1.156474], [-1.736706, -1.223006, -0.182456], [-0.427636, -3.105074, -0.221847], [-0.308280, -2.345646, -1.809085], [1.037402, -2.059992, -0.540931], [-1.235578, -0.533807, 2.786880], [-0.079274, 0.204621, 3.132510], [-0.556178, -0.536186, 3.454062]],
  "forces_ev_per_a": [[-1.06, 0.90, -0.65], [-3.31, -1.90, 0.58], [1.89, 0.20, -1.20], [-4.09, -0.80, 0.32], [-0.97, 0.77, 1.06], [-1.02, -0.07, -0.61], [1.84, -0.13, -0.09], [1.38, -0.12, 0.33], [0.55, 0.79, -0.97], [1.06, 0.41, 0.72], [0.47, 0.62, -0.63], [-0.39, -0.25, 0.37], [-0.21, -0.25, 0.38], [1.72, 0.71, 0.17], [0.68, 0.03, 0.01], [0.95, -0.20, 0.39], [0.56, -0.71, -0.40], [-0.93, -0.39, -0.10], [1.04, 1.26, 0.16], [-0.17, -0.87, 0.16]],
  "fmax_ev_per_a": 4.180,
  "energy_ev": -11407.87182,
  "charge": 1,
  "homo_lumo_gap_ev": [10.7, 5.6],
  "e_above_lowest_ev": 2.739,
  "spin_multiplicity": 2
}

=====

(3)
{
  "formula": "C13H35BFN4NbO5S",
  "method": "the ωB97M-V functional and the def2-TZVPD basis",
  "elements": ["N", "C", "C", "Nb", "N", "N", "O", "B", "O", "O", "S", "O", "O", "F", "H", "H", "H", "H", "H", "H", "H", "H", "H", "H", "H", "C", "C", "C", "C", "N", "C", "C", "C", "C", "C", "C", "C", "H", "H", "H", "H", "H", "H", "H", "H", "H", "H", "H", "H", "H", "H", "H", "H", "H", "H", "H", "H", "H", "H", "H", "H"],
  "xyz": [[-5.893261, 4.080907, -4.186795], [-4.679848, 4.405831, -4.377104], [-3.464064, 3.549120, -4.367532], [-2.755601, 2.947776, -2.342667], [-4.487281, 3.313831, -1.316596], [-3.440922, 1.061217, -2.627888], [-2.178946, 4.798133, -2.006065], [-2.285721, 5.378408, -0.776030], [-1.142704, 5.481883, -0.003457], [-3.513034, 5.831832, -0.279542], [-1.297375, 2.047478, -0.314936], [-1.870421, 2.361483, 0.983939], [-1.048722, 0.608291, -0.490604], [0.230171, 2.610273, -0.245721], [-5.955192, 3.074510, -4.002555], [-4.508497, 5.465597, -4.593718], [-2.622487, 4.114188, -4.774730], [-3.631213, 2.651894, -4.971983], [-1.243961, 2.529684, -3.300223], [-4.881815, 4.250596, -1.352034], [-5.258339, 2.676890, -1.482355], [-4.433055, 1.020792, -2.850151], [-3.310465, 0.415103, -1.851090], [-1.341721, 5.588911, 0.934839], [-3.821744, 5.353937, 0.502340], [3.093113, -4.911833, 3.595659], [3.155889, -4.408021, 2.155083], [3.813665, -3.023778, 2.055223], [2.994342, -1.739486, 2.135234], [1.844991, -1.439899, 1.196134], [0.549927, -2.098734, 1.603470], [0.058368, -1.325640, 2.815390], [0.497616, 0.122653, 2.540095], [1.513456, 0.037849, 1.399995], [2.127308, -1.600484, -0.287212], [2.158252, -3.006600, -0.906033], [3.502996, -3.496213, -1.440037], [2.582007, -4.198222, 4.246614], [2.558721, -5.859403, 3.660811], [4.095764, -5.066474, 3.996246], [2.156053, -4.427184, 1.733283], [3.734856, -5.108003, 1.550001], [4.456473, -2.963751, 1.180112], [4.499569, -2.929927, 2.903064], [3.690070, -0.918173, 1.970972], [2.586129, -1.609682, 3.137562], [-0.124952, -1.982146, 0.755151], [0.708729, -3.150069, 1.805416], [0.502163, -1.710764, 3.734228], [-1.019762, -1.426093, 2.916618], [0.903018, 0.605931, 3.426811], [-0.351859, 0.712703, 2.198763], [2.429088, 0.597778, 1.564521], [1.047179, 0.373595, 0.478317], [3.043501, -1.041972, -0.488327], [1.307394, -1.052062, -0.747540], [1.484822, -2.949486, -1.762303], [1.704695, -3.744065, -0.246111], [4.016453, -2.698985, -1.979847], [3.346186, -4.316824, -2.139121], [4.170000, -3.865102, -0.665581]],
  "forces_ev_per_a": [[-0.08, -0.16, -0.12], [0.04, 0.23, 0.00], [0.11, 0.05, -0.02], [-0.42, 0.75, -1.33], [-0.32, 0.12, -1.24], [-0.33, 0.28, 1.11], [-0.40, -0.51, 0.64], [0.16, 0.13, 0.63], [-0.15, -0.24, 0.01], [-0.04, -0.17, -0.04], [0.12, -1.35, 0.50], [0.37, 0.29, -0.23], [0.10, 0.29, 0.05], [-0.02, 0.13, 0.10], [-0.01, 0.02, 0.02], [0.03, -0.02, 0.14], [-0.03, -0.17, -0.10], [0.13, 0.00, 0.14], [0.17, 0.02, -0.04], [0.18, 0.09, 0.43], [0.02, -0.12, 0.46], [0.09, -0.14, -0.21], [0.29, -0.27, -0.28], [0.05, 0.21, -0.28], [0.18, 0.22, -0.20], [-0.07, -0.02, -0.04], [0.05, 0.02, 0.24], [-0.04, -0.06, -0.28], [-0.03, -0.01, 0.16], [0.14, 0.18, -0.13], [-0.02, -0.16, 0.02], [0.12, 0.09, -0.03], [-0.14, 0.03, 0.05], [-0.34, 0.22, -0.01], [0.01, -0.09, 0.02], [-0.07, 0.03, -0.09], [0.00, 0.04, 0.07], [-0.01, 0.00, -0.01], [0.01, 0.00, 0.01], [0.01, 0.03, 0.01], [-0.06, 0.06, -0.12], [0.03, -0.01, 0.04], [-0.06, -0.03, -0.17], [0.04, 0.04, -0.04], [0.03, -0.02, 0.05], [-0.08, 0.01, -0.04], [-0.02, 0.06, 0.03], [0.04, -0.09, -0.09], [0.00, -0.04, -0.02], [-0.01, 0.03, -0.05], [0.05, -0.06, 0.02], [0.04, 0.07, 0.01], [0.04, -0.07, -0.03], [-0.01, 0.07, 0.05], [0.03, -0.06, 0.06], [0.06, 0.05, -0.02], [-0.06, -0.02, 0.03], [0.03, -0.02, 0.08], [0.00, -0.02, -0.02], [-0.01, 0.01, -0.01], [0.05, 0.03, 0.10]],
  "fmax_ev_per_a": 1.587,
  "energy_ev": -46027.90183,
  "charge": 0,
  "homo_lumo_gap_ev": 7.5,
  "e_above_lowest_ev": 0.000,
  "spin_multiplicity": 1
}